(1)
The following is a quantum chemistry calculation of C11H30NO10Y as an isolated structure in a non-equilibrium geometry, from the Open Molecules 2025 dataset.

Positions of all 53 atoms, in Å:
Y (0.980, 2.915, -2.302)
O (0.139, -1.318, -2.055)
C (0.304, 0.004, -2.102)
O (1.384, 0.582, -2.240)
O (-0.618, 0.842, -1.951)
H (-0.741, -1.577, -1.773)
C (-1.879, 1.403, 0.765)
C (-1.928, 2.430, 1.887)
C (-2.238, 1.872, 3.291)
O (-1.287, 0.822, 3.678)
C (-1.731, 0.157, 4.855)
N (-0.691, 3.206, 1.901)
H (-0.929, 0.869, 0.795)
H (-1.903, 1.850, -0.228)
H (-2.644, 0.652, 0.961)
H (-2.765, 3.036, 1.539)
H (-3.265, 1.539, 3.441)
H (-2.170, 2.700, 3.997)
H (-0.905, -0.308, 5.394)
H (-2.501, -0.593, 4.673)
H (-2.221, 0.834, 5.555)
H (-0.708, 3.746, 1.048)
H (-0.820, 3.830, 2.685)
C (-3.243, -1.260, -3.287)
C (-3.535, -1.648, -1.788)
O (-2.329, -2.130, -1.186)
O (-2.860, 0.090, -3.513)
H (-4.162, -1.354, -3.867)
H (-2.460, -1.900, -3.692)
H (-4.260, -2.449, -1.647)
H (-4.009, -0.815, -1.269)
H (-2.541, -2.789, -0.520)
H (-2.091, 0.368, -3.008)
C (2.758, -3.257, -2.168)
C (3.987, -4.124, -2.147)
O (3.585, -5.473, -2.256)
O (3.107, -1.961, -1.658)
H (2.001, -3.813, -1.615)
H (2.463, -3.167, -3.213)
H (4.576, -4.019, -1.236)
H (4.718, -3.826, -2.899)
H (4.396, -5.958, -2.424)
H (2.458, -1.292, -1.888)
C (2.088, 1.555, 0.725)
C (3.188, 2.185, 1.626)
O (4.145, 2.911, 0.854)
O (1.238, 2.455, 0.096)
H (1.502, 0.866, 1.333)
H (2.577, 0.939, -0.031)
H (3.648, 1.448, 2.285)
H (2.833, 2.896, 2.371)
H (4.774, 3.314, 1.457)
H (0.588, 2.717, 0.753)

Cartesian forces (eV/Å) of the 3 atoms listed first:
-0.3132 -5.5202 2.2849
2.4669 3.1153 -0.6554
-2.5718 -1.7040 0.7584

HOMO-LUMO gap (alpha / beta)	2.5 / 0.9	eV
charge	+3
spin multiplicity	2
HOMO level (alpha / beta)	-0.554 / -0.554	Eh


(2)
The following is a quantum chemistry calculation of a 6-piece molecular cluster, C11H30O6 overall in a non-equilibrium geometry, from the Open Molecules 2025 dataset.

Positions of all 47 atoms, in Å:
C (1.019, 1.436, -5.265)
C (0.520, 2.228, -4.047)
C (1.775, 2.284, -3.151)
O (2.555, 1.183, -3.458)
C (2.188, 0.663, -4.762)
H (1.514, 2.079, -5.993)
H (0.276, 0.866, -5.822)
H (-0.236, 1.526, -3.696)
H (-0.020, 3.137, -4.313)
H (1.485, 2.351, -2.102)
H (2.397, 3.148, -3.385)
H (1.918, -0.387, -4.648)
H (3.013, 0.555, -5.466)
C (-0.751, -2.040, 0.575)
C (-0.580, -2.449, -0.859)
C (-0.029, -1.227, -1.542)
O (-0.307, -0.127, -0.717)
C (-0.861, -0.500, 0.586)
H (0.146, -2.434, 1.051)
H (-1.651, -2.485, 0.998)
H (-1.557, -2.548, -1.333)
H (0.060, -3.293, -1.119)
H (-0.486, -1.200, -2.531)
H (1.049, -1.344, -1.657)
H (-1.881, -0.124, 0.667)
H (-0.316, -0.039, 1.410)
O (-2.159, 2.494, -1.258)
H (-2.253, 3.183, -0.600)
H (-1.457, 1.937, -0.923)
O (3.500, -1.061, -0.627)
H (3.370, -0.325, -0.028)
H (4.083, -1.655, -0.154)
O (2.549, 0.827, 0.800)
H (1.663, 0.677, 0.469)
H (2.652, 1.779, 0.785)
C (-0.692, -0.786, 4.552)
C (-2.020, -1.260, 5.147)
C (-2.651, -0.326, 6.232)
O (-2.973, -1.488, 4.160)
H (-0.876, 0.145, 4.016)
H (-0.388, -1.491, 3.778)
H (0.078, -0.709, 5.320)
H (-1.876, -2.265, 5.544)
H (-2.879, 0.687, 5.899)
H (-2.132, -0.202, 7.182)
H (-3.598, -0.773, 6.536)
H (-3.182, -0.646, 3.747)

Cartesian forces (eV/Å) of the 3 atoms listed first:
1.0326 1.6967 -1.1145
-0.3638 -1.5007 -0.9733
-2.6547 0.5597 -0.2686

HOMO-LUMO gap (alpha / beta)	9.3 / 3.1	eV
charge	+1
spin multiplicity	2
HOMO level (alpha / beta)	-0.441 / -0.441	Eh


(3)
The following is a quantum chemistry calculation of C11H31BNO14P2S2 as an isolated structure in a non-equilibrium geometry, from the Open Molecules 2025 dataset.

Positions of all 62 atoms, in Å:
C (-1.232, -3.217, 3.153)
C (-2.233, -2.119, 2.633)
C (-2.299, -0.986, 3.686)
C (-2.902, 0.333, 3.156)
S (-4.676, 0.528, 3.524)
O (-5.418, -0.046, 2.372)
O (-4.936, 1.980, 3.609)
N (-4.960, -0.173, 4.991)
S (-6.542, -0.636, 5.116)
O (-6.773, -0.915, 6.551)
O (-7.513, 0.331, 4.595)
B (-6.652, -2.301, 4.257)
O (-5.563, -3.142, 4.402)
O (-7.738, -2.765, 3.533)
C (-8.194, -1.843, 2.534)
H (-1.725, -4.189, 3.291)
H (-0.888, -2.930, 4.161)
H (-0.329, -3.292, 2.534)
H (-3.200, -2.627, 2.518)
H (-1.895, -1.778, 1.646)
H (-1.273, -0.822, 4.044)
H (-2.921, -1.348, 4.519)
H (-2.413, 1.159, 3.692)
H (-2.747, 0.514, 2.088)
H (-5.577, -3.799, 3.699)
H (-8.842, -2.360, 1.807)
H (-8.810, -1.050, 2.982)
H (-7.385, -1.361, 1.969)
C (0.981, 3.316, -2.182)
O (0.524, 2.854, -0.902)
P (0.043, 1.236, -0.731)
O (-0.138, 1.286, 0.759)
O (1.536, 0.743, -1.188)
C (2.633, 0.957, -0.299)
O (-0.537, -0.344, -0.928)
C (-0.649, -0.859, -2.264)
H (0.424, 4.212, -2.455)
H (2.041, 3.565, -2.108)
H (0.852, 2.567, -2.964)
H (2.364, 1.574, 0.557)
H (3.432, 1.452, -0.852)
H (2.997, -0.008, 0.049)
H (0.343, -1.037, -2.688)
H (-1.207, -0.175, -2.906)
H (-1.183, -1.807, -2.216)
C (6.604, 3.338, -5.113)
O (6.187, 2.829, -3.834)
P (5.745, 1.197, -3.698)
O (5.595, 1.225, -2.202)
O (7.241, 0.744, -4.190)
C (8.343, 0.973, -3.319)
O (5.203, -0.396, -3.880)
C (5.074, -0.917, -5.215)
H (6.021, 4.229, -5.346)
H (7.659, 3.610, -5.055)
H (6.474, 2.611, -5.913)
H (8.069, 1.571, -2.452)
H (9.123, 1.497, -3.876)
H (8.732, 0.010, -2.990)
H (6.060, -1.070, -5.661)
H (4.484, -0.250, -5.844)
H (4.566, -1.878, -5.153)

Cartesian forces (eV/Å) of the 3 atoms listed first:
-0.2889 0.4651 0.4056
0.6329 -0.9276 0.6398
-0.4251 -0.3182 -1.0464

HOMO-LUMO gap	3.9	eV
charge	-1
HOMO level	-0.185	Eh


(4)
The following is a quantum chemistry calculation of a 2-piece molecular cluster, C11H31N2O3P overall, from the Open Molecules 2025 dataset.

Positions of all 48 atoms, in Å:
C (1.173, -0.888, 1.368)
C (0.272, 0.041, 0.575)
C (0.936, 0.479, -0.715)
C (0.162, 1.528, -1.510)
O (-0.438, 2.476, -0.710)
P (-2.175, 2.283, -0.265)
C (-2.700, 2.711, -2.035)
O (-2.159, 3.959, 0.246)
N (-3.890, 2.154, 0.299)
C (-4.197, 0.908, 0.980)
C (-4.668, -0.176, 0.020)
C (-6.144, -0.044, -0.334)
H (0.807, -1.086, 2.374)
H (2.164, -0.435, 1.463)
H (1.303, -1.844, 0.856)
H (-0.002, 0.906, 1.172)
H (-0.654, -0.482, 0.336)
H (1.069, -0.404, -1.351)
H (1.936, 0.861, -0.488)
H (0.878, 2.028, -2.177)
H (-0.564, 1.023, -2.157)
H (-1.719, 1.933, 1.069)
H (-2.139, 0.883, -0.636)
H (-3.580, 2.115, -2.270)
H (-2.980, 3.757, -2.118)
H (-1.939, 2.488, -2.782)
H (-1.345, 4.335, -0.089)
H (-3.980, 2.912, 0.964)
H (-5.017, 1.092, 1.680)
H (-3.350, 0.546, 1.587)
H (-4.465, -1.163, 0.442)
H (-4.086, -0.110, -0.897)
H (-6.752, 0.027, 0.566)
H (-6.291, 0.856, -0.925)
H (-6.483, -0.900, -0.916)
C (4.803, -1.825, 1.872)
C (4.901, -1.827, 0.390)
O (4.188, -1.345, -0.408)
N (6.127, -2.564, -0.192)
C (5.906, -4.051, -0.287)
H (3.823, -1.435, 2.135)
H (4.918, -2.829, 2.284)
H (5.582, -1.184, 2.290)
H (6.966, -2.370, 0.356)
H (6.237, -2.173, -1.130)
H (5.749, -4.445, 0.711)
H (6.785, -4.504, -0.736)
H (5.032, -4.217, -0.910)

Cartesian forces (eV/Å) of the 3 atoms listed first:
0.2269 -0.0337 0.0712
-0.0163 -0.2586 0.0221
0.0862 -0.1731 -0.0338

HOMO-LUMO gap	3.4	eV
relative energy (zero: lowest compared OMol25 entry of this formula, charge and spin)	0.0	kcal per mole
charge	0
HOMO level	-0.206	Eh